1.
{"formula": "C4H12N2S", "method": "wB97M-V/def2-TZVPD", "spin_multiplicity": 1, "gap_ev": 9.7194, "total_energy_ev": -18155.859, "homo_ha": -0.3256, "smiles": "CNC[C@H](N)CS", "relative_energy_ev": 2.1599, "symbols": ["C", "N", "C", "C", "N", "C", "S", "H", "H", "H", "H", "H", "H", "H", "H", "H", "H", "H", "H"], "xyz": [[1.2815, -2.2178, 0.8757], [0.0761, -1.9412, 0.0308], [0.0933, -0.6113, -0.6163], [-0.3624, 0.6403, 0.1928], [-1.6973, 0.5699, 0.9645], [-0.0101, 1.8727, -0.6787], [-0.9010, 3.5450, -0.3386], [1.5246, -1.4682, 1.5746], [1.2392, -3.2267, 1.3199], [2.2282, -2.1226, 0.3088], [0.1685, -2.7426, -0.5641], [-0.6170, -0.5259, -1.6181], [1.1555, -0.3357, -1.0419], [0.4192, 0.7359, 1.0036], [-2.5416, 0.2451, 0.4243], [-1.4799, -0.0382, 1.7081], [-0.2249, 1.8237, -1.6938], [0.9829, 2.0489, -0.2735], [-1.3347, 3.7486, -1.5781]], "forces_ev_per_angstrom": [[0.428, 0.031, -1.284], [0.948, 0.678, 1.380], [-0.257, 0.595, -3.345], [-0.385, -0.727, 1.879], [0.925, 0.892, -2.822], [-1.163, 1.455, 3.061], [0.402, -1.142, 0.600], [-0.697, 0.843, 1.549], [-0.169, 0.624, -0.082], [-0.248, -0.588, -0.530], [-0.817, 0.310, -1.227], [1.611, -0.959, 2.397], [-1.590, -0.542, 0.723], [-1.165, -0.233, -0.251], [1.610, 0.253, 0.648], [-0.321, -1.017, 0.899], [0.516, -0.758, -1.862], [0.381, 0.397, -1.472], [-0.009, -0.112, -0.261]], "nbo_charge": [-0.428, -0.632, -0.228, -0.073, -0.837, -0.472, -0.074, 0.193, 0.208, 0.163, 0.366, 0.191, 0.168, 0.171, 0.366, 0.363, 0.215, 0.225, 0.114]}

2.
{"formula": "C4H6INO", "method": "wB97M-V/def2-TZVPD", "spin_multiplicity": 1, "gap_ev": [8.2647, 7.3398], "total_energy_ev": -15879.325, "homo_ha": [-0.3094, -0.2832], "relative_energy_ev": 4.4928, "symbols": ["C", "C", "C", "C", "N", "O", "I", "H", "H", "H", "H", "H", "H"], "xyz": [[-0.4403, 1.9615, -0.4024], [-0.1134, 1.3286, 0.9908], [0.7095, -0.4565, -0.1400], [0.4782, -1.8343, -0.6322], [-0.2722, 1.3790, -1.4251], [-0.1132, -0.0527, 0.7603], [2.7700, 0.1567, -0.0847], [-1.0575, 2.9213, -0.2347], [0.8962, 1.7336, 1.4353], [-0.7558, 1.4599, 1.7993], [0.0852, -2.5817, 0.0973], [1.4502, -2.2280, -1.0148], [-0.2434, -1.7893, -1.6373]], "forces_ev_per_angstrom": [[-2.067, 2.669, 3.997], [2.647, 0.390, 0.216], [-0.126, 0.510, -1.474], [-0.564, -1.059, -3.247], [1.469, -2.573, -2.610], [0.350, 0.309, 1.361], [-0.342, -0.036, 0.039], [0.995, -0.897, -0.579], [-1.416, -0.926, -1.262], [-1.777, 0.605, 0.883], [0.049, 0.946, -0.357], [-0.873, 0.173, 0.252], [1.654, -0.111, 2.783]], "nbo_charge": [-0.042, -0.145, 0.316, -0.740, -0.363, -0.477, 0.108, 0.181, 0.206, 0.207, 0.246, 0.239, 0.265]}

3.
{"formula": "CH4NO2Si", "method": "wB97M-V/def2-TZVPD", "total_charge": -1, "spin_multiplicity": 1, "gap_ev": 8.1995, "total_energy_ev": -14564.190, "homo_ha": -0.1529, "relative_energy_ev": 2.3370, "symbols": ["C", "N", "O", "O", "Si", "H", "H", "H", "H"], "xyz": [[-1.8620, -0.5874, 1.4689], [1.1284, 0.5954, 1.3783], [-2.2522, -0.6288, 2.6542], [-2.5128, -0.3129, 0.4390], [0.0161, -0.5684, 1.0283], [0.8894, 0.8258, 2.4151], [-0.5474, 1.1935, 3.5510], [-1.1800, 1.4990, 3.9326], [0.3870, -1.3254, -0.1606]], "forces_ev_per_angstrom": [[-0.979, 0.475, 1.260], [-0.807, -0.750, 2.519], [0.431, -0.415, -0.558], [0.687, -0.343, -0.327], [0.158, 1.074, -0.331], [0.563, 0.140, -2.206], [-1.489, 0.800, 0.986], [1.437, -0.619, -0.785], [-0.001, -0.361, -0.558]], "nbo_charge": [0.436, -1.369, -0.743, -0.725, 1.323, 0.342, -0.022, 0.015, -0.256]}

4.
{"formula": "C5H11NO4Si", "method": "wB97M-V/def2-TZVPD", "spin_multiplicity": 1, "gap_ev": 9.4285, "total_energy_ev": -22922.906, "homo_ha": -0.3359, "relative_energy_ev": 1.9888, "symbols": ["C", "C", "C", "C", "C", "N", "O", "O", "O", "O", "Si", "H", "H", "H", "H", "H", "H", "H", "H", "H", "H", "H"], "xyz": [[1.5206, -0.8367, -0.0381], [-2.6502, -0.7580, -0.1354], [1.6724, -1.7207, 1.0798], [-1.9445, -1.7040, -1.0934], [-0.2896, 2.8971, 1.0207], [0.0427, 1.8859, -1.8119], [1.5370, -1.1390, -1.1897], [-1.9971, 0.3804, 0.2397], [1.0883, 0.4653, 0.2500], [-3.7576, -1.0434, 0.2737], [-0.0567, 1.4871, -0.1763], [2.3564, -2.4946, 0.9651], [1.7899, -1.0771, 1.9293], [0.6747, -2.1069, 1.0764], [-2.3408, -1.6270, -2.0919], [-0.8608, -1.6200, -1.2552], [-2.1197, -2.8434, -0.8324], [0.0767, 2.7373, 2.0913], [0.2915, 3.8244, 0.6861], [-1.3633, 3.0999, 1.2361], [-0.4866, 2.6536, -2.3673], [0.5789, 1.1881, -2.4331]], "forces_ev_per_angstrom": [[-1.009, 1.726, -2.715], [0.879, 0.847, 0.466], [-0.904, 1.574, 1.157], [0.544, -2.641, 0.137], [0.455, 0.808, 1.423], [0.110, 0.181, -2.258], [0.597, -0.376, -0.593], [1.479, 0.116, -0.772], [1.129, -1.245, 1.328], [0.665, 0.477, -0.160], [-3.352, -0.412, 0.101], [1.259, -1.109, -0.278], [0.271, -0.312, 0.885], [-0.817, -0.717, 0.608], [-0.533, 0.293, -0.366], [-0.263, 0.426, 0.497], [0.093, 2.377, -0.155], [-0.100, -0.397, -1.547], [-1.098, -1.190, 0.173], [0.621, 0.094, -0.765], [1.321, -2.154, 1.579], [-1.348, 1.632, 1.254]], "nbo_charge": [0.839, 0.792, -0.719, -0.749, -1.213, -1.379, -0.555, -0.860, -0.944, -0.610, 2.253, 0.252, 0.241, 0.268, 0.236, 0.211, 0.230, 0.276, 0.263, 0.287, 0.440, 0.441]}

5.
{"formula": "C38H48BaIN7O4", "method": "wB97M-V/def2-TZVPD", "spin_multiplicity": 1, "gap_ev": 7.4756, "total_energy_ev": -67602.913, "homo_ha": -0.2618, "relative_energy_ev": 0.4512, "symbols": ["Ba", "O", "C", "C", "C", "C", "C", "C", "C", "N", "C", "C", "N", "C", "C", "C", "C", "C", "C", "C", "O", "H", "H", "H", "H", "H", "H", "H", "H", "H", "H", "H", "H", "H", "H", "C", "O", "C", "C", "O", "C", "H", "H", "H", "H", "H", "H", "H", "H", "H", "H", "I", "C", "C", "C", "C", "C", "N", "H", "H", "H", "H", "N", "C", "C", "C", "C", "C", "C", "H", "H", "H", "H", "H", "H", "H", "C", "C", "N", "C", "N", "C", "C", "C", "N", "C", "H", "H", "H", "H", "H", "H", "H", "H", "H", "H", "H", "H", "H"], "xyz": [[-0.0514, -0.8538, -0.6088], [-1.9973, -2.3002, -0.6872], [-2.9751, -2.7080, -1.4279], [-3.9506, -3.6007, -0.9135], [-5.0258, -4.0213, -1.6594], [-5.1946, -3.6047, -2.9865], [-4.2383, -2.7815, -3.5307], [-3.1324, -2.3180, -2.7965], [-2.1443, -1.5623, -3.5452], [-1.0925, -0.9953, -3.1044], [-0.1577, -0.4139, -4.0549], [1.2817, -0.5585, -3.5756], [1.6039, 0.4095, -2.5292], [2.6455, 0.2513, -1.8189], [3.5914, -0.8932, -1.8082], [4.9181, -0.7039, -2.1931], [5.8257, -1.7488, -2.1780], [5.3869, -3.0019, -1.7483], [4.0856, -3.2005, -1.3307], [3.1394, -2.1512, -1.3168], [1.9183, -2.3188, -0.8825], [-3.8233, -3.9283, 0.1117], [-5.7496, -4.6939, -1.2133], [-6.0400, -3.9388, -3.5720], [-4.3272, -2.4767, -4.5693], [-2.3412, -1.5368, -4.6282], [-0.2447, -0.9015, -5.0333], [-0.3734, 0.6511, -4.1894], [1.4802, -1.5925, -3.2713], [1.9359, -0.3278, -4.4211], [2.8339, 1.0646, -1.1055], [5.2350, 0.2801, -2.5247], [6.8477, -1.5968, -2.4969], [6.0793, -3.8358, -1.7374], [3.7525, -4.1749, -0.9915], [-0.6267, 0.3264, 4.2014], [0.5286, 0.9948, 3.7241], [1.7405, 0.3846, 4.1371], [2.0382, -0.9196, 3.4322], [2.2518, -0.7971, 2.0381], [3.4754, -0.1654, 1.6910], [-0.5746, 0.1842, 5.2853], [-0.7722, -0.6487, 3.7237], [-1.4841, 0.9607, 3.9793], [1.7266, 0.2022, 5.2206], [2.5302, 1.1087, 3.9320], [1.2011, -1.6089, 3.5493], [2.9136, -1.3754, 3.9159], [4.2678, -0.4466, 2.3938], [3.3750, 0.9263, 1.6779], [3.7518, -0.5119, 0.6973], [-2.9832, -2.6799, 3.2701], [-1.1677, -3.6431, 2.8203], [-0.9328, -4.8764, 3.4112], [0.2601, -5.5121, 3.1117], [1.1508, -4.8963, 2.2512], [0.8241, -3.6572, 1.7280], [-0.3280, -3.0259, 2.0131], [-1.6627, -5.3160, 4.0750], [0.4847, -6.4782, 3.5462], [2.0877, -5.3627, 1.9785], [1.4903, -3.1515, 1.0371], [-2.3883, 0.1807, 1.0844], [-3.1714, 1.1516, 0.4586], [-3.2305, 2.4504, 0.9600], [-3.9419, 3.4296, 0.2843], [-4.6075, 3.1325, -0.8991], [-4.5588, 1.8321, -1.3916], [-3.8491, 0.8464, -0.7234], [-2.6883, -0.7779, 0.9441], [-2.1444, 0.3705, 2.0434], [-2.6985, 2.6923, 1.8742], [-3.9763, 4.4347, 0.6871], [-5.1620, 3.8988, -1.4239], [-5.0772, 1.5787, -2.3081], [-3.8061, -0.1634, -1.1192], [2.2351, 4.9827, 1.6576], [1.7057, 3.7683, 2.3875], [1.3605, 2.7439, 1.4152], [0.6495, 3.0615, 0.2656], [-0.0289, 2.1251, -0.2928], [-0.7687, 2.4347, -1.5121], [-0.1273, 3.5476, -2.3138], [0.0497, 4.7371, -1.3968], [0.8148, 4.3427, -0.2240], [1.1935, 5.4344, 0.6579], [3.1573, 4.7226, 1.1329], [2.4523, 5.7881, 2.3601], [0.8425, 4.0533, 3.0029], [2.4602, 3.3619, 3.0604], [0.9993, 1.8952, 1.8299], [-1.8002, 2.6987, -1.2638], [-0.8202, 1.5295, -2.1180], [-0.7472, 3.8223, -3.1689], [0.8460, 3.2136, -2.6831], [-0.9321, 5.1335, -1.1025], [0.5962, 5.5438, -1.8899], [0.3140, 5.8290, 1.1878], [1.5808, 6.2424, 0.0347]], "forces_ev_per_angstrom": [[-0.272, 0.508, 1.351], [-0.755, -0.275, -0.220], [0.206, 0.051, -0.088], [-0.112, 0.048, 0.095], [0.025, 0.023, -0.009], [0.025, -0.010, 0.059], [-0.013, 0.020, -0.031], [0.003, -0.059, 0.006], [-0.069, -0.080, -0.131], [0.131, 0.045, 0.145], [-0.050, -0.052, -0.218], [0.169, -0.028, -0.206], [0.039, 0.106, -0.188], [0.154, 0.102, -0.027], [0.028, -0.044, -0.021], [-0.067, 0.003, 0.009], [-0.060, -0.066, 0.036], [0.006, 0.050, -0.007], [-0.019, -0.016, 0.086], [-0.142, 0.003, -0.172], [0.720, -0.004, -0.305], [0.005, 0.002, -0.003], [0.001, 0.007, 0.005], [0.006, -0.003, 0.004], [0.020, 0.006, 0.010], [0.018, -0.005, 0.020], [-0.043, 0.033, -0.032], [0.014, 0.017, 0.017], [0.000, 0.016, -0.015], [0.052, -0.105, -0.019], [0.008, -0.046, -0.027], [-0.013, 0.000, 0.004], [0.003, -0.004, 0.001], [-0.004, 0.000, 0.003], [0.014, 0.008, -0.009], [0.110, -0.019, -0.083], [-0.006, -0.030, 0.060], [-0.045, 0.093, -0.015], [0.012, -0.136, -0.117], [-0.176, 0.047, 0.102], [0.008, 0.052, 0.080], [0.002, -0.012, 0.037], [0.050, 0.091, 0.018], [0.016, 0.031, 0.015], [-0.038, 0.021, -0.013], [0.003, 0.047, 0.008], [0.035, -0.004, -0.018], [0.027, 0.001, -0.061], [0.001, -0.011, -0.028], [0.012, -0.054, 0.013], [-0.006, -0.002, 0.016], [-0.036, -0.063, -0.029], [0.098, 0.032, 0.014], [-0.044, -0.035, 0.000], [-0.050, -0.057, 0.077], [0.051, 0.033, -0.059], [-0.112, 0.035, -0.046], [0.097, -0.021, 0.014], [0.008, -0.011, -0.012], [-0.014, 0.007, -0.003], [-0.008, 0.011, 0.005], [0.003, 0.009, 0.020], [0.092, -0.173, -0.039], [0.015, -0.020, -0.022], [0.000, 0.043, 0.020], [-0.011, -0.018, -0.023], [0.028, -0.076, 0.009], [0.035, 0.044, 0.056], [-0.019, 0.009, -0.018], [-0.034, 0.019, -0.024], [-0.108, -0.002, -0.015], [-0.003, 0.003, -0.012], [0.000, 0.000, 0.000], [-0.004, 0.000, -0.002], [0.001, 0.001, 0.002], [-0.001, 0.025, 0.010], [0.057, 0.003, 0.001], [-0.037, -0.031, -0.029], [-0.006, 0.052, -0.075], [0.097, 0.070, 0.026], [-0.083, -0.128, -0.061], [0.043, -0.033, 0.060], [0.058, -0.018, -0.047], [0.020, 0.007, 0.030], [-0.036, -0.037, 0.056], [-0.011, -0.017, -0.037], [-0.003, 0.009, 0.012], [0.005, -0.001, 0.003], [-0.026, -0.003, 0.018], [0.027, -0.027, 0.031], [-0.043, -0.040, 0.039], [0.002, 0.024, 0.015], [-0.039, -0.037, -0.077], [-0.006, -0.003, -0.005], [-0.015, 0.003, -0.010], [-0.009, 0.017, 0.010], [0.005, 0.014, -0.007], [-0.020, 0.012, -0.003], [0.001, 0.004, -0.015]], "mulliken_charge": [1.391, 0.380, -0.085, -0.879, -0.479, -0.892, -0.592, 0.937, -1.033, 0.471, -1.228, -0.498, -0.143, -0.435, 0.277, -0.424, -0.824, -0.504, -1.102, 0.151, -0.558, 0.304, 0.400, 0.380, 0.350, 0.184, 0.621, 0.233, 0.200, 0.445, 0.511, 0.435, 0.390, 0.393, 0.465, -0.576, -0.189, -0.683, -0.521, 0.318, -0.504, 0.356, -0.149, 0.386, 0.647, 0.142, 0.162, 0.351, 0.403, 0.112, -0.105, -0.020, -0.104, -0.590, -0.485, -0.958, -0.179, 0.435, 0.452, 0.407, 0.510, 0.600, 0.224, 0.602, -0.348, -0.667, -0.660, -0.635, -0.209, -0.189, -0.145, 0.328, 0.409, 0.386, 0.414, 0.443, -0.739, -0.459, 0.510, -0.555, 0.768, 0.685, -0.725, -0.876, 0.281, -0.739, 0.295, 0.405, 0.269, 0.286, -0.380, -0.255, -0.344, 0.481, 0.263, 0.308, 0.437, 0.300, 0.373]}